No. 1
{
  "formula": "C42H77N11O6S6",
  "method": "ωB97M-V/def2-TZVPD",
  "elements": ["C", "S", "O", "C", "H", "H", "H", "H", "H", "H", "C", "S", "O", "C", "H", "H", "H", "H", "H", "H", "C", "S", "O", "C", "H", "H", "H", "H", "H", "H", "C", "S", "O", "C", "H", "H", "H", "H", "H", "H", "C", "S", "O", "C", "H", "H", "H", "H", "H", "H", "C", "S", "O", "C", "H", "H", "H", "H", "H", "H", "C", "C", "N", "H", "H", "H", "C", "C", "N", "H", "H", "H", "C", "C", "N", "H", "H", "H", "C", "C", "N", "H", "H", "H", "C", "C", "N", "H", "H", "H", "C", "C", "N", "H", "H", "H", "C", "C", "N", "H", "H", "H", "N", "C", "C", "C", "C", "H", "H", "H", "H", "H", "N", "C", "C", "C", "C", "H", "H", "H", "H", "H", "N", "C", "C", "C", "C", "H", "H", "H", "H", "H", "N", "C", "C", "C", "C", "H", "H", "H", "H", "H"],
  "xyz": [[2.279, 0.489, 6.568], [2.265, -0.737, 5.184], [0.955, -0.604, 4.393], [3.534, 0.130, 4.161], [2.240, 1.536, 6.265], [3.130, 0.363, 7.237], [1.345, 0.237, 7.069], [3.214, 1.154, 3.968], [3.749, -0.337, 3.200], [4.436, 0.297, 4.750], [1.724, 6.983, -3.631], [0.275, 8.066, -3.348], [0.592, 9.232, -4.348], [-0.977, 6.939, -4.087], [2.615, 7.165, -3.030], [1.885, 7.035, -4.708], [1.437, 5.946, -3.456], [-0.726, 6.514, -5.059], [-1.861, 7.571, -4.171], [-1.214, 6.036, -3.524], [-3.510, -2.905, 1.816], [-4.261, -3.675, 0.277], [-5.663, -4.107, 0.611], [-4.550, -2.079, -0.616], [-4.203, -2.136, 2.158], [-2.643, -2.404, 1.386], [-3.326, -3.691, 2.548], [-3.667, -1.441, -0.606], [-5.477, -1.672, -0.210], [-4.837, -2.328, -1.637], [-2.308, 0.152, 3.202], [-2.507, 1.222, 4.689], [-3.977, 1.075, 4.924], [-1.874, 0.030, 5.958], [-2.971, -0.704, 3.325], [-1.263, -0.157, 3.182], [-2.612, 0.662, 2.287], [-1.810, 0.545, 6.917], [-0.920, -0.305, 5.551], [-2.599, -0.778, 6.058], [-1.338, -3.361, 4.886], [-0.718, -4.977, 4.247], [-1.606, -5.522, 3.112], [0.851, -4.377, 3.465], [-2.321, -3.443, 5.349], [-1.377, -2.714, 4.009], [-0.709, -3.000, 5.699], [1.489, -4.115, 4.310], [0.784, -3.451, 2.894], [1.307, -5.123, 2.815], [4.474, 1.506, -1.625], [4.203, -0.038, -2.665], [4.660, 0.290, -4.064], [5.496, -1.071, -1.987], [3.860, 2.311, -2.030], [5.488, 1.902, -1.574], [4.139, 1.269, -0.615], [5.460, -2.041, -2.483], [5.351, -1.234, -0.919], [6.456, -0.580, -2.151], [-3.759, 1.848, -0.647], [-2.944, 2.947, -1.090], [-2.282, 3.862, -1.448], [-3.410, 1.015, -1.258], [-4.827, 1.966, -0.832], [-3.663, 1.843, 0.438], [1.720, 2.924, -4.033], [1.134, 3.666, -5.192], [0.693, 4.286, -6.112], [1.685, 3.370, -3.039], [2.754, 2.782, -4.348], [1.518, 1.853, -4.031], [0.622, -2.333, -3.333], [0.129, -0.994, -3.398], [-0.218, 0.114, -3.492], [-0.073, -3.012, -3.827], [0.581, -2.543, -2.264], [1.603, -2.292, -3.805], [0.480, 5.840, -0.120], [1.339, 4.663, -0.049], [2.062, 3.778, -0.029], [0.065, 6.008, -1.114], [0.931, 6.794, 0.152], [-0.418, 5.735, 0.489], [4.473, -4.217, -0.333], [3.547, -3.161, -0.182], [2.837, -2.264, -0.192], [4.299, -4.500, -1.372], [4.323, -5.000, 0.410], [5.448, -3.740, -0.232], [7.100, 0.466, 1.007], [6.628, 0.769, 2.363], [6.240, 1.081, 3.400], [7.323, -0.598, 0.925], [7.997, 1.023, 0.738], [6.335, 0.795, 0.303], [0.968, 0.829, -0.918], [-0.157, -0.046, -0.591], [-1.048, -0.701, -0.346], [1.602, 0.807, -0.032], [0.594, 1.808, -1.215], [1.584, 0.486, -1.750], [0.620, 5.854, 3.937], [-0.739, 5.809, 4.150], [-1.179, 4.509, 3.945], [-0.086, 3.839, 3.352], [0.958, 4.674, 3.360], [1.167, 6.675, 4.154], [-1.283, 6.651, 4.553], [-2.176, 4.134, 4.120], [-0.027, 2.867, 2.884], [1.963, 4.488, 3.010], [-4.269, 2.114, -4.021], [-5.451, 1.562, -3.591], [-5.353, 0.195, -3.858], [-4.132, -0.124, -4.388], [-3.429, 1.106, -4.552], [-4.034, 3.093, -3.945], [-6.288, 2.064, -3.129], [-6.137, -0.524, -3.668], [-3.697, -1.105, -4.507], [-2.409, 1.326, -4.832], [-4.765, -5.059, -3.067], [-3.502, -5.372, -2.640], [-2.518, -4.727, -3.421], [-3.242, -3.944, -4.278], [-4.623, -4.102, -4.031], [-5.637, -5.424, -2.712], [-3.424, -6.042, -1.796], [-1.472, -4.705, -3.151], [-2.899, -3.244, -5.026], [-5.479, -3.685, -4.541], [-0.184, -6.387, 1.078], [-0.014, -5.236, 0.297], [0.995, -5.504, -0.607], [1.430, -6.822, -0.461], [0.680, -7.371, 0.601], [-0.820, -6.437, 1.861], [-0.576, -4.349, 0.551], [1.437, -4.808, -1.305], [2.251, -7.217, -1.041], [0.662, -8.277, 1.190]],
  "gap_ev": 7.4,
  "e_homo_ev": -7.78,
  "lumo_ev": -0.3675,
  "e_tot_ha": -5089.05133
}

No. 2
{
  "formula": "C33H19Br2Cl5IrN2OP",
  "method": "ωB97M-V/def2-TZVPD",
  "elements": ["Ir", "Cl", "C", "C", "C", "Cl", "C", "Cl", "C", "Cl", "C", "Cl", "Br", "C", "C", "C", "Br", "C", "C", "C", "C", "N", "C", "C", "O", "H", "H", "H", "H", "N", "P", "C", "C", "C", "C", "C", "C", "C", "C", "C", "C", "C", "C", "C", "C", "C", "C", "C", "C", "H", "H", "H", "H", "H", "H", "H", "H", "H", "H", "H", "H", "H", "H", "H"],
  "xyz": [[0.463, 1.396, -0.087], [2.581, 3.011, 0.272], [3.308, 1.537, -0.501], [2.294, 0.627, -0.777], [2.737, -0.468, -1.522], [1.623, -1.581, -2.213], [4.103, -0.668, -1.777], [4.609, -1.986, -2.749], [5.078, 0.181, -1.239], [6.750, -0.137, -1.456], [4.667, 1.309, -0.542], [5.806, 2.267, 0.341], [-3.878, 4.305, -1.076], [-2.161, 4.767, -0.459], [-1.655, 6.038, -0.663], [-0.318, 6.325, -0.394], [0.315, 8.013, -0.998], [0.528, 5.375, 0.211], [1.981, 5.480, -0.073], [2.997, 4.625, -0.298], [1.406, 2.938, 1.604], [0.259, 3.331, 1.797], [-0.175, 4.270, 0.720], [-1.349, 3.766, 0.115], [-1.520, 2.498, 0.061], [-2.276, 6.787, -1.132], [2.254, 6.480, -0.397], [3.651, 2.969, 1.200], [1.320, 2.809, -0.794], [-0.696, 0.000, -0.526], [-0.937, -1.482, -0.039], [-1.562, -2.459, -1.424], [-1.625, -1.848, -2.673], [-2.167, -2.531, -3.752], [-2.655, -3.818, -3.588], [-2.609, -4.426, -2.341], [-2.071, -3.747, -1.260], [-2.241, -1.461, 1.218], [-2.518, -2.571, 2.013], [-3.543, -2.519, 2.943], [-4.286, -1.353, 3.089], [-3.998, -0.241, 2.312], [-2.977, -0.289, 1.372], [0.428, -2.364, 0.781], [0.781, -3.683, 0.511], [1.825, -4.284, 1.199], [2.526, -3.571, 2.161], [2.180, -2.255, 2.436], [1.133, -1.656, 1.753], [-1.253, -0.837, -2.781], [-2.214, -2.051, -4.721], [-3.082, -4.347, -4.430], [-3.002, -5.426, -2.207], [-2.066, -4.222, -0.287], [-1.920, -3.471, 1.927], [-3.758, -3.382, 3.560], [-5.085, -1.312, 3.818], [-4.567, 0.671, 2.434], [-2.740, 0.578, 0.765], [0.267, -4.240, -0.261], [2.097, -5.308, 0.976], [3.343, -4.040, 2.695], [2.725, -1.694, 3.184], [0.867, -0.627, 1.968]],
  "gap_ev": [5.6, 5.6],
  "de_lowest_kj_mol": 1690.7,
  "e_homo_ev": [-7.47, -7.46],
  "lumo_ev": [-1.8752, -1.8279],
  "e_tot_ha": -9347.70588
}

- Number 2 is which compound?
  C33H19Br2Cl5IrN2OP